Formula: C22H25N3O5
Source: OMol25
Level of theory: ωB97M-V/def2-TZVPD

Calculated values
SMILES string ... CCOc1ccc(N2C[C@H](C(=O)N3CCN(C(=O)c4ccco4)CC3)CC2=O)cc1
Energy above the lowest of the compared OMol25 structures with the same formula, charge and spin ... 208.0 kJ/mol
Kohn-Sham gap ... 8.41 eV
Charge ... 0

Cartesian coordinates (Å):
C -5.158 -1.896 -1.114
C -5.700 -0.482 -0.916
O -5.056 0.207 0.134
C -3.794 0.692 -0.047
C -3.185 1.228 1.090
C -1.910 1.743 1.038
C -1.201 1.745 -0.162
N 0.110 2.239 -0.221
C 1.045 1.770 -1.224
C 2.421 2.126 -0.633
C 2.922 1.025 0.302
O 2.742 1.068 1.502
N 3.653 0.024 -0.259
C 3.664 -0.366 -1.652
C 3.164 -1.828 -1.753
N 2.328 -2.139 -0.612
C 0.994 -1.894 -0.731
O 0.526 -1.451 -1.774
C 0.101 -2.210 0.387
C -1.213 -1.828 0.505
C -1.685 -2.392 1.705
C -0.635 -3.087 2.228
O 0.446 -2.985 1.444
C 3.066 -2.174 0.631
C 4.118 -1.043 0.607
C 2.100 3.377 0.184
C 0.641 3.201 0.586
O 0.060 3.830 1.436
C -1.808 1.227 -1.300
C -3.090 0.704 -1.246
H -5.239 -2.454 -0.184
H -5.734 -2.405 -1.882
H -4.113 -1.877 -1.412
H -5.645 0.090 -1.851
H -6.748 -0.529 -0.605
H -3.739 1.222 2.015
H -1.456 2.152 1.925
H 0.898 2.310 -2.170
H 0.893 0.704 -1.404
H 3.164 2.319 -1.408
H 4.684 -0.290 -2.047
H 3.014 0.285 -2.231
H 2.573 -1.964 -2.658
H 4.001 -2.530 -1.755
H -1.749 -1.209 -0.184
H -2.666 -2.292 2.120
H -0.535 -3.674 3.120
H 2.387 -2.017 1.465
H 3.552 -3.149 0.750
H 5.077 -1.397 0.221
H 4.258 -0.636 1.608
H 2.195 4.285 -0.413
H 2.717 3.473 1.076
H -1.288 1.214 -2.244
H -3.519 0.311 -2.155


Formula: CH5IN3S
Source: OMol25
Level of theory: ωB97M-V/def2-TZVPD

Calculated values
Energy above the lowest of the compared OMol25 structures with the same formula, charge and spin ... 409.0 kJ/mol
Kohn-Sham gap (spin up / spin down) ... 8.09 / 7.63 eV
Charge ... +1

Cartesian coordinates (Å):
C 0.569 0.097 1.357
N -0.209 -0.948 1.292
N 1.087 0.642 0.217
N 0.492 0.271 -0.913
S 0.837 1.124 2.751
I 0.636 -0.391 4.618
H -0.277 -1.177 0.314
H -0.965 -0.986 1.931
H 1.510 1.538 0.375
H 0.536 0.958 -1.688
H -1.505 -0.323 0.005


Formula: C28H25IN7O8PS2Ti
Source: OMol25
Level of theory: ωB97M-V/def2-TZVPD

Calculated values
Energy above the lowest of the compared OMol25 structures with the same formula, charge and spin ... 138.1 kJ/mol
Expectation value of S² ... 0.782
Kohn-Sham gap (spin up / spin down) ... 4.41 / 7.88 eV
Multiplicity ... 2
Charge ... -1

Cartesian coordinates (Å):
Ti -0.056 1.684 -0.169
O -3.748 2.894 0.435
C -2.807 2.448 -0.213
O -1.575 2.726 0.119
C -3.059 1.531 -1.371
C -4.385 1.274 -1.696
C -4.682 0.341 -2.721
C -3.660 -0.315 -3.382
C -2.343 -0.079 -3.059
C -1.994 0.899 -2.041
O -0.722 1.202 -1.719
N -1.370 -0.884 -3.738
O -1.738 -1.560 -4.702
O -0.216 -0.873 -3.349
N -6.021 0.027 -3.038
O -6.915 0.541 -2.343
O -6.259 -0.751 -3.984
H -5.178 1.770 -1.160
H -3.894 -1.047 -4.138
S 2.223 0.580 -0.614
P 2.153 -1.446 -0.503
S 0.737 -2.285 0.583
C 3.806 -1.865 0.205
C 4.949 -1.886 -0.593
C 6.195 -2.125 -0.027
C 6.312 -2.336 1.340
C 5.179 -2.308 2.141
C 3.933 -2.078 1.573
C 2.294 -2.183 -2.161
C 2.636 -1.410 -3.265
C 2.789 -2.007 -4.507
C 2.597 -3.375 -4.650
C 2.258 -4.147 -3.546
C 2.105 -3.553 -2.302
H 4.863 -1.714 -1.658
H 7.075 -2.151 -0.658
H 7.285 -2.525 1.780
H 5.265 -2.471 3.209
H 3.035 -2.081 2.181
H 2.756 -0.340 -3.142
H 3.039 -1.402 -5.369
H 2.691 -3.837 -5.624
H 2.097 -5.213 -3.656
H 1.826 -4.143 -1.437
C 0.939 3.491 -0.525
H 0.683 3.872 -1.514
H 2.021 3.363 -0.461
H 0.619 4.212 0.229
I -0.654 6.456 5.546
C -1.310 4.962 4.274
C -2.308 5.045 3.330
N -2.397 3.826 2.773
N -1.517 2.960 3.278
C -0.847 3.638 4.201
H -2.934 5.870 3.029
H -2.993 3.542 1.985
H -0.060 3.175 4.779
C 0.914 -0.034 3.984
N -0.310 -0.244 3.216
C -1.232 -1.170 3.567
C -2.325 -1.399 2.817
C -2.453 -0.660 1.602
N -1.509 0.199 1.242
C -0.460 0.416 2.032
O 0.418 1.252 1.678
N -3.505 -0.810 0.808
H 0.756 -0.371 5.004
H 1.165 1.022 3.972
H 1.738 -0.586 3.532
H -1.037 -1.713 4.481
H -3.061 -2.132 3.112
H -4.241 -1.447 1.046
H -3.577 -0.264 -0.046


Formula: C27H34N5O6
Source: OMol25
Level of theory: ωB97M-V/def2-TZVPD

Calculated values
Kohn-Sham gap ... 6.69 eV
Charge ... +1

Cartesian coordinates (Å):
O -2.171 0.330 3.401
O 1.270 2.853 6.613
O -2.662 -2.241 -7.527
O 0.732 -3.223 -5.562
O 0.202 1.319 2.286
O 6.043 -1.014 2.511
C -1.371 0.866 4.175
C 0.477 2.264 5.887
C -2.605 -1.078 -7.160
C 0.190 -2.279 -6.119
C -0.131 1.467 3.618
C 0.749 2.161 4.438
C -2.457 -0.236 -0.025
C -2.975 0.370 7.587
C -2.070 1.040 8.412
C 4.900 1.123 2.062
C 4.225 -0.326 3.861
C -2.756 0.311 6.207
C -0.948 1.657 7.856
C 3.898 2.031 2.414
C 3.227 0.584 4.226
C 5.080 -0.070 2.785
C -1.626 0.925 5.631
C -0.713 1.609 6.468
C 3.044 1.771 3.493
N -1.261 -0.419 0.453
N 0.656 -1.939 -7.327
N -2.783 -0.554 -1.267
N -1.837 -0.659 -6.146
N -3.334 0.282 0.783
C 7.127 -0.652 1.641
C -3.417 -0.024 -7.878
C 2.002 2.802 3.864
C 0.395 -0.775 -8.175
C -1.889 -1.141 -2.286
C -2.680 -1.797 -3.426
C -1.752 -2.470 -4.451
C -0.923 -1.511 -5.350
H 1.150 1.536 2.174
H -3.851 -0.106 8.019
H -2.239 1.086 9.485
H 5.543 1.367 1.223
H 4.364 -1.238 4.433
H -3.471 -0.220 5.583
H -0.253 2.177 8.513
H 3.806 2.956 1.850
H 2.619 0.362 5.099
H -1.045 -0.086 1.386
H -0.552 -0.839 -0.115
H 1.336 -2.599 -7.673
H -3.738 -0.391 -1.539
H -1.860 0.328 -5.949
H -3.064 0.425 1.752
H -4.280 0.444 0.498
H 7.880 -1.445 1.650
H 6.776 -0.526 0.612
H 7.606 0.275 1.975
H -4.134 0.420 -7.191
H -3.953 -0.496 -8.702
H -2.753 0.741 -8.275
H 2.448 3.508 4.572
H 1.728 3.392 2.983
H 0.266 0.125 -7.575
H 1.243 -0.624 -8.846
H -0.491 -0.954 -8.788
H -1.249 -0.357 -2.695
H -1.258 -1.905 -1.828
H -3.312 -1.057 -3.919
H -3.326 -2.565 -2.999
H -2.357 -3.114 -5.090
H -1.081 -3.125 -3.895
H -0.355 -0.855 -4.696